1.
Computed, not measured: a molecular structure, C19H32B3F9O12P2S at a distorted geometry, with ωB97M-V/def2-TZVPD.

```
78
Properties=species:S:1:pos:R:3:lowdin_charge:R:1
C 6.45 -4.79 4.61 0.0220
B 5.28 -4.34 3.62 -0.4871
O 5.05 -2.97 3.34 0.2280
B 4.93 -2.74 1.93 -0.4750
C 5.58 -1.40 1.35 -0.0394
C 4.59 -0.17 1.27 -0.0647
C 4.12 0.34 2.70 -0.3863
F 2.98 -0.39 3.00 0.0930
F 5.18 0.07 3.55 0.0990
C 3.88 1.89 2.56 -0.3981
F 3.31 2.22 1.36 0.1128
F 5.14 2.46 2.57 0.0997
S 2.88 2.70 3.93 0.9053
F 2.55 3.97 2.94 -0.1639
F 1.50 1.98 3.49 -0.1424
F 3.27 1.56 5.02 -0.1391
F 4.22 3.53 4.42 -0.1720
F 2.06 3.47 5.11 -0.1435
O 4.21 -3.70 1.20 0.2798
B 3.57 -4.50 2.19 -0.4398
C 1.99 -4.51 2.46 0.0450
C 1.15 -3.52 1.60 -0.3361
O 1.44 -3.17 0.47 0.1106
C -0.18 -2.93 2.18 -0.1306
C -1.31 -3.77 2.58 -0.0431
C -2.54 -3.20 3.09 -0.0774
C -2.63 -1.74 3.21 -0.0729
C -1.51 -0.86 2.81 -0.0534
C -0.30 -1.48 2.28 -0.0244
O 4.41 -5.30 3.02 0.2497
H 5.99 -5.07 5.60 0.0819
H 6.93 -5.72 4.18 0.0798
H 7.20 -3.98 4.80 0.0735
H 6.54 -1.11 1.85 0.1244
H 5.88 -1.63 0.28 0.1276
H 3.68 -0.48 0.68 0.1453
H 5.09 0.63 0.67 0.1296
H 1.73 -4.34 3.54 0.1386
H 1.63 -5.56 2.23 0.1435
H -1.23 -4.87 2.52 0.1049
H -3.40 -3.85 3.37 0.0972
H -3.54 -1.25 3.62 0.0958
H -1.56 0.25 2.88 0.1013
H 0.54 -0.84 1.94 0.1045
C -6.64 1.18 1.31 -0.1419
O -5.94 0.07 0.76 -0.3333
P -4.51 0.40 -0.13 0.7520
O -4.08 1.46 0.85 -0.2428
O -5.43 1.03 -1.35 -0.2986
C -6.35 0.17 -2.01 -0.1111
O -3.08 0.62 -1.03 -0.2909
C -2.91 1.85 -1.73 -0.1269
H -7.67 0.86 1.50 0.0883
H -6.19 1.47 2.26 0.0825
H -6.65 2.02 0.63 0.0875
H -7.37 0.44 -1.71 0.0873
H -6.18 -0.88 -1.77 0.0821
H -6.26 0.31 -3.09 0.0849
H -3.28 2.70 -1.14 0.0883
H -3.43 1.81 -2.68 0.0609
H -1.85 1.98 -1.91 0.0919
C -4.15 2.58 -6.64 -0.1282
O -3.01 1.75 -6.85 -0.3170
P -1.58 2.14 -6.00 0.7538
O -2.27 2.49 -4.71 -0.2386
O -1.38 3.46 -6.98 -0.2988
C -1.29 3.24 -8.39 -0.1076
O -0.03 2.35 -5.35 -0.2899
C 0.39 3.66 -5.01 -0.1242
H -4.82 2.44 -7.49 0.0919
H -4.67 2.27 -5.73 0.0814
H -3.87 3.63 -6.57 0.0895
H -2.21 3.58 -8.86 0.0880
H -1.12 2.19 -8.63 0.0831
H -0.45 3.83 -8.77 0.0887
H -0.42 4.23 -4.56 0.0881
H 0.76 4.18 -5.90 0.0827
H 1.20 3.57 -4.30 0.0940
```

Properties
molar mass = 749.89 g mol⁻¹
E_tot = -100690.1327 eV
maximum force = 0.16882 Eh/bohr
E_HOMO = -0.331 Ha
spin multiplicity = 1

2.
Computed, not measured: a molecular structure, C19H32GeN2OPPd, with ωB97M-V/def2-TZVPD.

```
57
Properties=species:S:1:pos:R:3:nbo_charge:R:1
Pd -0.16 -0.68 -0.31 0.8622
O -1.05 0.67 -1.61 -0.7527
C -0.24 1.55 -2.18 0.3716
C -0.87 2.75 -2.58 -0.2658
C -0.19 3.78 -3.19 -0.1609
C 1.18 3.66 -3.44 -0.2752
C 1.81 2.50 -3.08 -0.1055
C 1.14 1.43 -2.47 -0.2665
C 1.95 0.25 -2.15 0.4024
N 1.72 -0.70 -1.25 -0.5443
C 2.78 -1.57 -1.24 -0.0926
C 3.69 -1.15 -2.15 -0.0672
N 3.16 -0.01 -2.71 -0.4995
H -1.93 2.84 -2.37 0.2278
H -0.72 4.68 -3.46 0.2245
H 1.73 4.47 -3.90 0.2263
H 2.88 2.43 -3.25 0.1875
H 2.81 -2.43 -0.59 0.2280
H 4.65 -1.54 -2.45 0.2411
H 3.57 0.53 -3.45 0.4366
C -0.50 -4.11 0.90 -1.0742
Ge -1.75 -3.34 -0.37 1.4844
C -2.36 -4.56 -1.75 -1.0646
C -3.19 -2.38 0.52 -1.0709
C -0.77 -1.92 -1.46 -0.2756
H -1.05 -4.51 1.75 0.2513
H 0.21 -3.37 1.27 0.2335
H 0.06 -4.93 0.45 0.2500
H -2.96 -5.34 -1.26 0.2510
H -1.52 -5.04 -2.25 0.2454
H -2.99 -4.06 -2.49 0.2486
H -3.83 -3.09 1.04 0.2516
H -3.80 -1.82 -0.19 0.2526
H -2.80 -1.68 1.26 0.2325
H -0.69 -1.87 -2.55 0.1800
C 0.51 0.08 4.65 -0.6162
C 0.46 -0.56 3.27 -0.7028
P 0.08 0.58 1.89 0.8174
C -1.50 1.37 2.38 -0.7129
C -2.27 2.00 1.21 -0.6099
C 1.36 1.89 2.04 -0.7061
C 1.48 2.78 0.81 -0.6078
H 0.73 -0.67 5.41 0.2297
H -0.44 0.55 4.91 0.2131
H 1.29 0.84 4.71 0.2139
H -0.29 -1.35 3.24 0.2284
H 1.41 -1.04 3.03 0.2349
H -1.29 2.12 3.14 0.2328
H -2.10 0.60 2.86 0.2311
H -1.69 2.79 0.73 0.2124
H -3.20 2.43 1.56 0.2253
H -2.49 1.26 0.44 0.2227
H 2.31 1.38 2.24 0.2354
H 1.12 2.48 2.93 0.2315
H 1.81 2.20 -0.06 0.2122
H 2.21 3.57 0.98 0.2277
H 0.53 3.25 0.54 0.2138
```

Properties
energy relative to the best compared isomer or geometry (same formula, charge and spin) = 0.000 eV
molar mass = 514.48 g mol⁻¹
total charge = +1
E_tot = -94526.4492 eV
maximum force = 0.01151 Eh/bohr
E_HOMO = -0.382 Ha
spin multiplicity = 1

3.
Computed, not measured: a molecular structure, C19H32IrN5O6 at a distorted geometry, with ωB97M-V/def2-TZVPD.

```
63
Properties=species:S:1:pos:R:3:nbo_charge:R:1
Ir -1.37 0.26 -0.43 1.3634
N -0.94 -1.30 -2.14 -0.7466
C -1.97 -1.22 -3.18 -0.2426
C -2.11 0.25 -3.60 -0.2409
N -2.56 1.08 -2.47 -0.4204
C -4.03 0.99 -2.30 -0.2592
C -4.49 0.86 -0.85 -0.2422
N -3.67 -0.15 -0.18 -0.7563
C -2.06 2.46 -2.59 -0.2354
C -2.32 3.29 -1.34 -0.2491
N -1.69 2.64 -0.18 -0.8163
H -0.03 -1.06 -2.51 0.4127
H -0.88 -2.23 -1.75 0.4271
H -2.90 -1.61 -2.78 0.2046
H -1.71 -1.82 -4.06 0.2496
H -2.81 0.33 -4.44 0.2403
H -1.13 0.60 -3.94 0.2251
H -4.38 0.12 -2.85 0.2273
H -4.52 1.87 -2.75 0.2465
H -5.55 0.58 -0.86 0.2475
H -4.40 1.79 -0.29 0.2096
H -3.85 -1.07 -0.58 0.4047
H -3.88 -0.22 0.82 0.4284
H -2.52 2.96 -3.45 0.2312
H -0.98 2.42 -2.76 0.2186
H -3.39 3.39 -1.15 0.2163
H -1.92 4.29 -1.50 0.2464
H -2.13 2.94 0.69 0.4201
H -0.71 2.92 -0.12 0.4218
O 0.64 -1.96 0.48 -0.6811
C -0.37 -2.09 1.16 0.8022
O -1.47 -1.50 1.01 -0.6952
C -0.35 -3.14 2.30 -0.1543
N 0.97 -3.11 2.99 -0.5067
C 1.50 -4.51 3.10 -0.2315
C 0.30 -5.39 2.76 -0.4200
C -0.45 -4.55 1.73 -0.4117
H -1.16 -2.93 3.01 0.2447
H 0.89 -2.69 3.92 0.4477
H 1.60 -2.50 2.44 0.4705
H 1.89 -4.70 4.09 0.2486
H 2.31 -4.64 2.38 0.2352
H -0.32 -5.56 3.64 0.2306
H 0.60 -6.36 2.37 0.2644
H -1.48 -4.87 1.59 0.2543
H 0.06 -4.59 0.76 0.2260
O 1.20 0.14 2.08 -0.6464
C 1.39 0.86 1.12 0.7780
O 0.65 1.13 0.15 -0.7640
C 2.75 1.60 1.08 -0.0268
C 3.30 1.99 2.32 -0.0886
C 4.48 2.70 2.40 -0.2503
C 5.13 2.97 1.21 0.3438
O 6.26 3.61 0.97 -0.3345
C 6.50 3.56 -0.41 0.1942
O 5.43 2.88 -1.01 -0.3645
C 4.60 2.51 -0.05 0.4093
C 3.39 1.84 -0.12 -0.2844
H 2.76 1.72 3.22 0.2649
H 4.88 3.04 3.35 0.2771
H 7.46 3.05 -0.61 0.2378
H 6.58 4.58 -0.83 0.2365
H 2.97 1.54 -1.07 0.2618
```

Properties
energy relative to the best compared isomer or geometry (same formula, charge and spin) = 3.330 eV
molar mass = 618.71 g mol⁻¹
total charge = +3
E_tot = -42770.4835 eV
maximum force = 0.06741 Eh/bohr
E_HOMO (spin up / spin down) = -0.620 / -0.636 Ha
expectation value of S² = 0.80
spin multiplicity = 2

4.
Computed, not measured: C19H32N2O4S in the gas phase, with ωB97M-V/def2-TZVPD.

```
58
Properties=species:S:1:pos:R:3:nbo_charge:R:1
C 4.07 4.01 2.13 -0.5984
C 2.83 3.27 1.65 -0.4015
C 2.15 4.02 0.50 -0.3869
C 0.81 3.41 0.10 -0.3885
C 0.93 2.03 -0.54 -0.4074
H 1.57 2.08 -1.42 0.2034
H 1.38 1.33 0.17 0.1962
C -0.44 1.49 -0.95 -0.2126
N -0.33 0.16 -1.52 -0.6384
C -0.99 -0.20 -2.64 0.6814
O -1.66 0.56 -3.31 -0.6305
C -0.78 -1.66 -3.02 -0.5032
H -1.39 -1.85 -3.90 0.2400
H 0.27 -1.81 -3.28 0.2201
C -1.17 -2.63 -1.90 -0.0471
N -0.15 -2.62 -0.87 -0.8934
S -0.60 -3.08 0.69 2.3208
O -1.97 -3.52 0.70 -0.9357
O 0.42 -3.96 1.17 -0.9385
C -0.48 -1.52 1.54 -0.3768
C 0.75 -1.08 1.98 -0.1656
C 0.85 0.13 2.63 -0.2831
C -0.29 0.91 2.85 0.4076
C -1.53 0.45 2.41 -0.3265
C -1.62 -0.77 1.76 -0.1637
H -2.57 -1.16 1.42 0.2455
H -2.43 1.02 2.58 0.2289
O -0.09 2.08 3.49 -0.5074
C -1.19 2.91 3.78 -0.2581
H -1.91 2.41 4.43 0.1827
H -1.70 3.24 2.87 0.1807
H -0.78 3.78 4.30 0.2069
H 1.80 0.51 2.99 0.2355
H 1.62 -1.70 1.81 0.2412
H 0.68 -3.14 -1.13 0.4078
H -2.08 -2.27 -1.40 0.2247
C -1.46 -4.07 -2.39 -0.2160
C -0.34 -4.63 -3.26 -0.6172
H -0.54 -5.68 -3.48 0.2211
H 0.62 -4.58 -2.75 0.1953
H -0.27 -4.10 -4.20 0.2054
C -2.80 -4.14 -3.13 -0.6090
H -3.60 -3.78 -2.49 0.2150
H -2.78 -3.55 -4.04 0.2020
H -3.02 -5.17 -3.39 0.2144
H -1.54 -4.68 -1.48 0.2181
H 0.11 -0.56 -0.97 0.4174
H -1.10 1.47 -0.08 0.1822
H -0.90 2.12 -1.72 0.2293
H 0.31 4.08 -0.61 0.2032
H 0.17 3.34 0.98 0.1879
H 1.98 5.05 0.80 0.1976
H 2.81 4.03 -0.37 0.1946
H 2.12 3.17 2.47 0.2006
H 3.11 2.27 1.32 0.1913
H 4.55 3.47 2.94 0.2063
H 3.81 5.01 2.49 0.1996
H 4.79 4.12 1.32 0.2009
```

Properties
energy relative to the best compared isomer or geometry (same formula, charge and spin) = 0.000 eV
molar mass = 384.54 g mol⁻¹
E_tot = -42228.4040 eV
maximum force = 0.01685 Eh/bohr
E_HOMO = -0.338 Ha
SMILES string = CCCCCCNC(=O)C[C@H](NS(=O)(=O)c1ccc(OC)cc1)C(C)C
spin multiplicity = 1

5.
Computed, not measured: a molecular structure, C19H32N6O2RuS3 at a distorted geometry, with ωB97M-V/def2-TZVPD.

```
63
Properties=species:S:1:pos:R:3:nbo_charge:R:1
Ru 0.08 0.05 -0.09 0.7923
C 0.98 -5.27 -0.72 -0.7334
S -0.60 -4.54 -1.23 0.3201
C -0.28 -2.84 -1.08 -0.0574
S 0.54 -2.19 0.34 -0.0286
N -0.83 -2.07 -1.97 -0.3646
N -0.76 -0.76 -1.74 -0.1749
C -1.36 0.07 -2.54 0.0986
C -1.27 1.46 -2.22 0.1269
C -1.82 2.47 -3.01 -0.1839
C -1.61 3.79 -2.67 -0.1357
C -0.84 4.07 -1.54 -0.2109
C -0.37 3.03 -0.77 0.0847
N -0.59 1.75 -1.08 -0.4097
H 0.79 -6.32 -0.55 0.2452
H 1.34 -4.80 0.20 0.2402
H 1.71 -5.15 -1.52 0.2392
H -1.89 -0.30 -3.41 0.2325
H -2.40 2.20 -3.88 0.2409
H -2.03 4.59 -3.25 0.2445
H -0.64 5.09 -1.25 0.2471
H 0.18 3.22 0.14 0.2124
N 1.03 0.92 1.80 -0.7634
C 2.37 1.49 1.66 -0.3678
C 3.04 1.00 0.30 0.7853
O 4.23 1.18 0.22 -0.6051
O 2.21 0.52 -0.54 -0.7023
H 0.36 1.59 2.16 0.3956
H 1.04 0.13 2.44 0.4001
H 3.05 1.20 2.46 0.2285
H 2.34 2.57 1.58 0.2148
C -4.51 -1.70 4.45 -0.6087
C -4.11 -3.16 4.70 -0.4044
C -3.69 -3.94 3.45 -0.4098
C -2.26 -3.65 2.97 -0.2385
N -2.00 -2.26 2.63 -0.5635
C -2.45 -1.62 1.55 0.4086
S -2.12 0.08 1.45 -0.2165
N -3.15 -2.28 0.65 -0.5783
C -3.78 -1.76 -0.56 -0.2355
C -5.19 -2.32 -0.70 -0.4012
C -6.18 -1.77 0.32 -0.4007
C -6.48 -0.28 0.10 -0.6146
H -5.08 -1.32 5.30 0.2278
H -5.15 -1.62 3.57 0.1997
H -3.65 -1.04 4.31 0.1942
H -4.96 -3.67 5.13 0.2210
H -3.30 -3.19 5.44 0.2005
H -4.41 -3.74 2.65 0.1950
H -3.73 -5.00 3.67 0.2294
H -2.03 -4.27 2.09 0.2059
H -1.55 -3.92 3.75 0.2283
H -1.57 -1.68 3.33 0.4249
H -3.25 -3.28 0.77 0.4129
H -3.19 -2.05 -1.43 0.2154
H -3.80 -0.67 -0.50 0.2306
H -5.14 -3.42 -0.64 0.2045
H -5.54 -2.09 -1.71 0.2204
H -5.78 -1.92 1.33 0.1908
H -7.10 -2.34 0.25 0.2181
H -5.64 0.35 0.41 0.2019
H -7.35 0.02 0.68 0.2261
H -6.69 -0.09 -0.95 0.2049
```

Properties
energy relative to the best compared isomer or geometry (same formula, charge and spin) = 1.602 eV
molar mass = 573.78 g mol⁻¹
total charge = +1
E_tot = -68341.5709 eV
maximum force = 0.05397 Eh/bohr
E_HOMO (spin up / spin down) = -0.418 / -0.417 Ha
expectation value of S² = 0.77
spin multiplicity = 2

6.
Computed, not measured: a molecular structure, C19H32N7O4OsS at a distorted geometry, with ωB97M-V/def2-TZVPD.

```
64
Properties=species:S:1:pos:R:3:nbo_charge:R:1
Os 0.51 0.37 0.02 0.7802
C 2.44 1.29 -2.77 -0.4513
C 3.12 0.77 -1.51 -0.2205
N 2.51 1.14 -0.20 -0.5849
C 2.47 2.60 0.10 -0.2456
C 1.17 3.21 -0.36 -0.2436
N 0.02 2.39 0.12 -0.5003
C -1.23 2.81 -0.58 -0.2296
C -2.52 2.05 -0.23 -0.4414
C -2.44 0.75 0.56 -0.2143
N -1.52 -0.29 0.03 -0.6173
C -1.88 -0.82 -1.31 -0.2502
C -1.16 -0.08 -2.42 -0.2359
N 0.29 0.08 -2.08 -0.5957
C 0.94 1.04 -3.01 -0.2161
H 3.00 0.84 -3.59 0.2602
H 2.63 2.36 -2.87 0.2320
H 4.15 1.12 -1.53 0.2281
H 3.16 -0.32 -1.52 0.2068
H 3.12 0.73 0.50 0.3933
H 3.32 3.12 -0.36 0.2385
H 2.57 2.70 1.18 0.2147
H 1.11 3.25 -1.44 0.2173
H 1.07 4.23 0.01 0.2384
H -0.10 2.61 1.11 0.3802
H -1.01 2.73 -1.64 0.2042
H -1.36 3.88 -0.38 0.2297
H -3.06 1.88 -1.16 0.2348
H -3.17 2.71 0.35 0.2525
H -3.45 0.34 0.62 0.2270
H -2.12 0.94 1.58 0.1923
H -1.60 -1.07 0.69 0.4432
H -2.95 -0.79 -1.48 0.2364
H -1.59 -1.87 -1.32 0.2206
H -1.57 0.92 -2.56 0.2092
H -1.27 -0.61 -3.37 0.2381
H 0.72 -0.83 -2.27 0.3879
H 0.38 1.97 -2.92 0.1972
H 0.78 0.70 -4.04 0.2286
O -1.41 -2.38 2.11 -0.9744
H -2.05 -2.36 2.83 0.4968
H -1.25 -3.32 1.97 0.4997
O 1.16 1.25 9.34 -0.6827
S 1.76 2.56 9.68 2.4682
O 1.48 3.62 8.80 -0.6809
O 2.76 2.57 10.66 -0.6521
C 1.98 0.38 8.29 0.6619
N 2.67 -0.47 8.92 -0.3776
C 3.16 -1.40 8.06 0.1396
C 2.83 -1.34 6.71 -0.2535
C 2.02 -0.31 6.23 0.2460
N 1.54 0.61 7.12 -0.4265
C 1.61 -0.15 4.82 -0.0587
C 2.17 -0.92 3.80 -0.1827
C 1.79 -0.70 2.49 0.0403
N 0.87 0.22 2.13 -0.4264
C 0.32 0.94 3.12 0.0190
C 0.66 0.80 4.45 -0.1326
H 3.78 -2.17 8.48 0.2601
H 3.20 -2.12 6.06 0.2569
H 2.91 -1.69 3.99 0.2456
H 2.22 -1.29 1.69 0.2147
H -0.45 1.65 2.84 0.2007
H 0.19 1.42 5.19 0.2539
```

Properties
energy relative to the best compared isomer or geometry (same formula, charge and spin) = 1.259 eV
molar mass = 644.81 g mol⁻¹
total charge = +3
E_tot = -52118.1654 eV
maximum force = 0.03596 Eh/bohr
E_HOMO = -0.578 Ha
spin multiplicity = 1

7.
Computed, not measured: a molecular structure, C19H33AsINO2PdSi3, with ωB97M-V/def2-TZVPD.

```
61
Properties=species:S:1:pos:R:3:nbo_charge:R:1
Pd -1.08 -0.19 -0.88 0.8908
O -1.15 2.11 -4.13 -0.4909
C -1.42 1.54 -3.11 0.7133
O -0.95 0.32 -2.82 -0.6668
C -2.32 2.12 -2.05 0.1596
C -3.27 3.10 -2.35 -0.2104
C -4.18 3.44 -1.38 -0.0585
C -4.13 2.81 -0.12 -0.1075
C -5.09 3.04 0.89 -0.0652
C -5.03 2.37 2.09 -0.1956
C -4.00 1.46 2.34 -0.1303
C -3.02 1.23 1.39 -0.2172
C -3.09 1.89 0.13 0.1595
N -2.20 1.58 -0.85 -0.4748
H -3.28 3.52 -3.35 0.2791
H -4.96 4.16 -1.59 0.2536
H -5.88 3.75 0.70 0.2478
H -5.78 2.55 2.85 0.2571
H -3.94 0.97 3.30 0.2485
H -2.14 0.64 1.63 0.2405
I -3.24 -1.39 0.01 0.1709
C -0.01 -1.15 3.29 -1.1411
Si 1.42 -0.37 2.41 1.5205
C 1.43 1.48 2.51 -1.1452
C 3.05 -1.16 2.77 -1.1440
As 1.06 -0.82 0.06 -0.3960
Si 2.46 0.58 -1.44 1.5763
C 1.76 2.28 -1.30 -1.1482
C 4.12 0.42 -0.63 -1.1525
C 2.37 -0.21 -3.10 -1.1702
Si 0.99 -3.21 -0.54 1.5704
C 2.79 -3.59 -0.29 -1.1459
C -0.15 -4.01 0.69 -1.1640
C 0.45 -3.33 -2.30 -1.1572
H -0.11 -0.71 4.28 0.2733
H 0.14 -2.23 3.43 0.2642
H -0.95 -1.01 2.76 0.2295
H 1.34 1.79 3.56 0.2751
H 0.61 1.93 1.96 0.2442
H 2.37 1.89 2.13 0.2591
H 3.41 -0.82 3.74 0.2801
H 3.81 -0.89 2.03 0.2569
H 2.98 -2.25 2.81 0.2574
H 2.14 2.78 -0.41 0.2599
H 0.67 2.31 -1.26 0.2323
H 2.06 2.87 -2.17 0.2816
H 4.13 0.86 0.37 0.2492
H 4.85 0.97 -1.23 0.2817
H 4.47 -0.61 -0.57 0.2532
H 1.34 -0.28 -3.47 0.2795
H 2.84 -1.19 -3.10 0.2531
H 2.92 0.43 -3.79 0.2813
H 3.01 -3.78 0.76 0.2599
H 3.44 -2.80 -0.65 0.2499
H 3.04 -4.49 -0.85 0.2828
H 0.42 -4.63 1.38 0.2722
H -0.87 -4.64 0.18 0.2714
H -0.70 -3.28 1.29 0.2493
H 1.30 -3.20 -2.98 0.2680
H -0.30 -2.59 -2.57 0.2515
H 0.02 -4.32 -2.49 0.2773
```

Properties
energy relative to the best compared isomer or geometry (same formula, charge and spin) = 0.059 eV
molar mass = 699.98 g mol⁻¹
total charge = +2
E_tot = -121862.1956 eV
maximum force = 0.01746 Eh/bohr
E_HOMO (spin up / spin down) = -0.543 / -0.563 Ha
expectation value of S² = 6.03
spin multiplicity = 5